The following is a DFT calculation (ωB97M-V with the def2-TZVPD basis set) of a molecular structure, C25H64HfN4NaO13S in a non-equilibrium geometry.

The highest occupied orbital energy comes out at -15.8 eV. The molecular weight is 862.3 Da. The value obtained for the LUMO energy is -11.49 eV. Its total energy is -76066.977 eV.

Geometry as ORCA input:
```
! wB97M-V def2-TZVPD RIJCOSX def2/J DEFGRID3
* xyz 3 1
Hf -2.238 1.686 2.072
Na 1.791 -0.968 -1.833
S -0.428 1.087 -0.328
O -0.502 2.098 0.709
O -1.677 0.564 0.156
O -0.525 1.577 -1.663
O 0.691 0.196 -0.137
C -0.749 3.847 -4.174
O -1.755 3.159 -3.446
H -0.395 4.667 -3.549
H 0.037 3.231 -4.612
H -1.157 4.276 -5.089
H -1.240 2.589 -2.870
C -2.507 4.386 -0.331
O -2.922 3.112 0.064
C -4.066 2.656 -0.681
C -4.494 1.180 -0.402
N -4.402 0.794 0.993
C -5.659 0.966 1.685
C -6.721 -0.133 1.319
O -6.084 -1.430 1.315
C -6.976 -2.490 1.007
H -2.427 4.626 -1.391
H -1.537 4.515 0.148
H -3.232 5.174 -0.125
H -3.937 2.699 -1.763
H -4.931 3.255 -0.397
H -3.967 0.500 -1.070
H -5.510 1.025 -0.766
H -4.447 -0.203 0.838
H -6.019 1.988 1.573
H -5.455 0.593 2.688
H -7.016 -0.010 0.277
H -7.609 -0.148 1.951
H -7.320 -2.339 -0.017
H -7.774 -2.455 1.749
H -6.459 -3.446 1.093
C 0.929 3.762 2.768
O 0.148 2.587 3.017
C 1.154 1.680 3.365
C 0.556 0.229 3.511
N -0.371 -0.184 2.456
C -0.646 -1.613 2.514
C -1.247 -2.169 1.243
O -2.654 -1.749 1.223
C -3.190 -2.419 0.113
H 0.269 4.465 2.259
H 1.697 3.681 1.999
H 1.499 4.129 3.622
H 1.667 2.054 4.251
H 1.948 1.638 2.619
H 0.008 0.347 4.446
H 1.315 -0.550 3.580
H 0.169 -0.079 1.609
H -1.315 -1.830 3.346
H 0.269 -2.178 2.693
H -1.089 -3.246 1.185
H -0.573 -1.911 0.425
H -4.164 -2.160 -0.303
H -3.320 -3.489 0.281
H -2.642 -2.070 -0.762
C 2.856 -0.923 -5.207
O 2.606 -0.243 -3.956
C 3.307 0.991 -3.769
C 2.866 1.878 -2.504
N 3.250 1.181 -1.239
C 4.466 1.836 -0.762
C 5.129 1.279 0.520
O 4.434 1.759 1.698
C 5.003 1.210 2.856
H 2.371 -1.897 -5.265
H 3.945 -0.962 -5.161
H 2.450 -0.399 -6.072
H 3.019 1.606 -4.622
H 4.391 0.939 -3.669
H 1.779 1.947 -2.558
H 3.358 2.849 -2.568
H 2.584 1.359 -0.500
H 4.332 2.917 -0.803
H 5.164 1.769 -1.597
H 6.161 1.604 0.651
H 5.191 0.192 0.585
H 5.746 1.993 3.005
H 5.383 0.189 2.822
H 4.251 1.441 3.610
C -0.777 -2.890 -3.002
O 0.502 -2.995 -2.394
C 0.896 -4.289 -1.968
C 2.374 -4.318 -1.646
N 2.877 -3.156 -0.841
C 2.393 -3.253 0.567
C 2.971 -2.249 1.512
O 2.630 -2.771 2.786
C 3.329 -2.147 3.819
H -1.176 -1.882 -2.883
H -1.479 -3.599 -2.564
H -0.780 -2.963 -4.089
H 0.787 -5.068 -2.723
H 0.273 -4.599 -1.130
H 2.853 -4.490 -2.609
H 2.765 -5.130 -1.033
H 3.868 -3.305 -0.719
H 2.679 -4.233 0.949
H 1.316 -3.415 0.531
H 2.378 -1.336 1.564
H 4.053 -2.157 1.421
H 4.386 -2.399 3.916
H 2.781 -2.551 4.670
H 3.256 -1.064 3.919
*
```

Löwdin population analysis, charges in e, atoms 1 to 2: 2.323 0.404